Model A:
9
Properties=species:S:1:pos:R:3 method="wB97M-V/def2-TZVPD" gap_ev="7.671 / 7.670" homo_ev="-8.4 / -8.4"
C -0.729 1.522 -0.755
C -0.721 0.179 -0.827
Si 1.094 -1.111 1.048
Br -1.936 -0.832 -1.768
H -1.507 2.076 -1.265
H -0.043 1.954 -0.026
H 1.421 0.182 1.659
H 0.320 -2.081 1.700
H 2.102 -1.889 0.233



Model B:
9
Properties=species:S:1:pos:R:3 method="wB97M-V/def2-TZVPD" gap_ev="7.329 / 7.329" homo_ev="-8.2 / -8.2"
C -1.056 -0.478 -1.446
C -0.438 -0.826 -0.393
Si 0.997 0.962 1.383
Br -0.028 -2.598 0.037
H -1.734 -1.160 -2.043
H -1.111 0.509 -1.825
H 0.441 2.340 1.078
H 1.033 0.642 2.773
H 1.896 0.610 0.437



Model C:
9
Properties=species:S:1:pos:R:3 method="wB97M-V/def2-TZVPD" gap_ev=9.233 homo_ev=-8.9 smiles=Br[SiH]1CC1
Br 3.372 -0.079 0.160
Si 1.271 0.751 -0.110
C -0.133 -0.162 0.764
C 0.006 -0.586 -0.704
H 1.179 2.416 0.078
H -1.028 0.530 1.129
H -0.058 -1.080 1.304
H 0.334 -1.569 -0.939
H -0.599 -0.356 -1.590



Least stable of them? model B.



Model A:
23
Properties=species:S:1:pos:R:3 method="wB97M-V/def2-TZVPD" gap_ev=9.127 homo_ev=-8.3
C 2.174 1.145 0.133
C 3.193 -1.052 -0.126
C 1.373 0.024 -0.014
C -0.947 -1.387 -1.728
C -2.212 1.968 -0.715
C -0.331 -0.588 2.300
C -0.718 0.241 0.082
N 1.875 -1.199 -0.191
O -1.120 -0.997 -0.372
O -0.935 1.373 -0.669
O -0.825 0.368 1.403
S 3.794 0.519 0.175
H 1.788 2.128 0.537
H 3.841 -1.918 -0.093
H 0.130 -1.714 -1.910
H -1.239 -0.564 -2.435
H -1.615 -2.321 -1.868
H -2.066 2.816 -1.343
H -2.659 2.345 0.315
H -3.014 1.296 -1.144
H -1.210 -1.170 2.691
H 0.205 -0.004 3.139
H 0.518 -1.307 1.834



Model B:
23
Properties=species:S:1:pos:R:3 method="wB97M-V/def2-TZVPD" gap_ev=9.957 homo_ev=-9.3
C 0.656 -1.232 1.112
C 0.481 1.827 1.382
C -0.500 -0.323 0.370
C 0.510 -0.459 -0.765
C -1.811 -1.067 0.161
C -0.815 1.023 1.020
C 0.082 -0.641 -2.149
N 1.192 -1.528 -0.138
O 0.892 -1.728 2.184
O 2.704 1.006 0.214
O 1.410 2.390 -1.277
S 1.446 1.316 -0.322
H 1.074 1.543 2.215
H -1.706 -2.119 -0.114
H -2.355 -0.505 -0.665
H -2.461 -0.823 0.995
H -1.551 0.897 1.978
H -1.497 1.537 0.275
H 0.282 2.867 1.328
H -0.813 0.004 -2.418
H -0.202 -1.643 -2.329
H 0.858 -0.453 -2.890
H 2.125 -1.891 -0.165



Least stable of them? model A.



Model A:
12
Properties=species:S:1:pos:R:3 method="wB97M-V/def2-TZVPD" gap_ev=8.483 homo_ev=-8.4
C 0.024 -0.513 0.452
C 0.758 1.367 -0.530
C -0.322 0.517 -0.440
C -1.188 0.657 -1.432
H -1.566 -1.869 0.133
H -0.277 -2.651 1.302
H 1.604 -0.333 2.025
H 0.718 2.372 -1.098
N -0.583 -1.705 0.501
N 1.212 -0.026 0.848
N 1.685 1.014 0.329
N -2.067 1.170 -2.091



Model B:
12
Properties=species:S:1:pos:R:3 method="wB97M-V/def2-TZVPD" gap_ev=9.212 homo_ev=-9.8 smiles="[H]/N=c1/ncccnn1"
H -2.532 0.637 0.437
N -2.261 -0.384 0.749
C -1.359 -0.406 -0.187
N -0.389 -1.351 -0.587
C 0.826 -1.215 -0.447
C 1.382 -0.169 0.319
C 0.710 1.056 0.371
N -0.048 1.422 -0.729
N -1.122 0.792 -1.024
H 1.459 -2.092 -0.888
H 2.273 -0.311 1.012
H 1.061 2.019 0.974



Least stable of them? model A.



Model A:
9
Properties=species:S:1:pos:R:3 method="wB97M-V/def2-TZVPD" gap_ev=9.686 homo_ev=-9.1 smiles=N[Si@@H](O)S
N -0.730 -1.245 0.296
Si 0.209 -0.013 -0.444
O -0.187 1.452 0.106
S 2.500 -0.115 0.105
H -0.545 -2.199 0.024
H -0.861 -1.212 1.295
H 0.083 -0.159 -1.883
H -1.077 1.792 0.047
H 2.746 1.116 -0.301



Model B:
9
Properties=species:S:1:pos:R:3 method="wB97M-V/def2-TZVPD" gap_ev=9.235 homo_ev=-8.8 smiles=N[Si@@H](O)S
N 1.236 0.501 -0.761
Si 0.098 -0.008 0.551
O -0.104 0.919 1.838
S -2.257 -0.023 -0.479
H 2.238 0.446 -0.603
H 0.989 0.311 -1.673
H 0.209 -1.439 1.062
H 0.268 1.804 1.639
H -2.647 0.780 0.538



Model C:
9
Properties=species:S:1:pos:R:3 method="wB97M-V/def2-TZVPD" gap_ev=10.387 homo_ev=-9.9 smiles="N[SiH]=O.S"
N -1.279 0.720 0.599
Si -2.446 -0.150 -0.274
O -2.900 -1.550 0.039
H -1.064 1.692 0.452
H -0.856 0.358 1.435
H -2.838 0.742 -1.343
S 3.482 -1.052 -0.023
H 4.710 -0.569 0.105
H 3.191 -0.191 -0.990



Least stable of them? model C.



Model A:
18
Properties=species:S:1:pos:R:3 method="wB97M-V/def2-TZVPD" charge=-1 gap_ev=7.559 homo_ev=-3.5
C 0.011 -0.561 1.913
O -0.693 -1.429 0.998
C 1.320 -0.315 1.236
C 1.204 0.848 0.117
C 0.823 0.123 -1.348
O -0.183 0.750 -2.120
H -0.149 -1.250 2.837
H -0.371 0.467 2.149
H 1.766 -1.356 0.876
H 1.981 0.046 2.036
H 2.306 1.167 -0.039
H 0.730 1.725 0.265
H 1.730 0.212 -1.868
H 0.425 -0.899 -1.303
H -1.331 0.409 -1.514
H -1.042 -0.937 0.249
H -1.972 1.381 -0.551
O -2.152 0.487 -0.708



Model B:
18
Properties=species:S:1:pos:R:3 method="wB97M-V/def2-TZVPD" charge=-1 gap_ev=4.842 homo_ev=-3.5
C 0.546 0.174 1.321
C -0.694 0.647 0.560
C -0.627 1.455 -0.494
O -3.594 0.470 1.062
C 1.638 -0.739 0.587
O 1.144 -1.810 -0.179
H 1.219 1.101 1.482
H 0.240 -0.370 2.324
H -1.649 0.549 1.064
H -1.083 -0.619 -0.686
H -1.582 1.752 -0.844
H 0.372 1.894 -0.755
H -4.099 0.139 0.398
H 2.179 -0.020 -0.075
H 2.327 -1.023 1.392
H 1.171 -1.455 -1.488
H 0.995 -1.240 -3.228
O 1.495 -0.905 -2.443



Least stable of them? model B.



Model A:
26
Properties=species:S:1:pos:R:3 method="wB97M-V/def2-TZVPD" charge=+2 gap_ev=8.816 homo_ev=-16.6
C -2.755 3.840 -1.832
N -2.204 2.831 -1.743
C -1.633 1.651 -1.778
C -0.844 1.161 -0.701
C -0.643 2.075 0.467
N -0.191 -0.069 -0.629
C -0.097 -0.886 -1.850
C 1.057 -1.857 -1.584
N 1.183 -1.798 -0.141
C 0.523 -0.816 0.419
N 0.440 -0.564 1.700
C 1.089 -1.387 2.709
H -3.287 4.756 -1.877
H -1.852 1.068 -2.659
H 0.357 1.969 0.880
H -1.379 1.888 1.252
H -0.765 3.115 0.167
H 0.104 -0.255 -2.717
H -1.036 -1.424 -2.011
H 0.833 -2.873 -1.915
H 1.992 -1.539 -2.058
H 1.768 -2.446 0.368
H -0.159 0.176 2.036
H 0.854 -0.990 3.692
H 2.173 -1.375 2.587
H 0.730 -2.416 2.662



Model B:
26
Properties=species:S:1:pos:R:3 method="wB97M-V/def2-TZVPD" charge=+2 gap_ev="8.052 / 6.990" homo_ev="-17.0 / -17.5"
C -3.103 -2.118 0.068
C -1.883 -2.631 -0.319
C -3.169 -0.823 0.583
C -0.770 -1.773 -0.274
C -2.098 0.006 0.700
C -0.909 -0.391 0.040
C 1.543 0.068 -0.473
C 1.811 0.753 -1.768
N 2.408 0.595 0.683
N 0.263 0.334 -0.069
N 2.616 1.885 0.619
N 0.217 1.760 0.967
H -3.927 -2.744 0.299
H -1.838 -3.709 -0.535
H -4.096 -0.603 1.117
H 0.242 -2.116 -0.498
H -2.113 0.927 1.269
H 1.823 -0.996 -0.610
H 1.566 1.862 -1.890
H 1.271 0.184 -2.589
H 2.952 0.825 -1.870
H 2.462 0.135 1.636
H 2.995 2.429 1.361
H 2.417 2.186 -0.287
H -0.129 2.499 0.342
H -0.551 1.456 1.499



Least stable of them? model B.



Model A:
12
Properties=species:S:1:pos:R:3 method="wB97M-V/def2-TZVPD" gap_ev=8.076 homo_ev=-8.6 smiles=c1cpc2c(c1)C2
C -0.305 1.638 0.071
C -1.624 1.133 0.011
P -2.233 -0.522 -0.032
C -0.300 -1.414 0.098
C 0.704 -0.530 0.100
C 0.877 0.845 0.123
C 1.127 -1.986 -0.036
H -0.474 2.741 0.102
H -2.496 1.834 -0.028
H 1.850 1.258 -0.014
H 1.345 -2.316 -1.142
H 1.529 -2.682 0.746



Model B:
12
Properties=species:S:1:pos:R:3 method="wB97M-V/def2-TZVPD" gap_ev=8.199 homo_ev=-8.2
C -3.255 -0.024 -0.415
C -2.173 -0.239 0.081
C 1.688 0.678 -0.340
C 1.834 -0.763 -0.355
C 0.595 1.129 0.349
C 0.825 -1.652 -0.133
P -0.435 -0.411 0.338
H -4.245 -0.162 -0.742
H 2.542 1.396 -0.608
H 2.850 -1.291 -0.567
H 0.222 2.016 0.705
H -0.448 -0.677 1.689



Least stable of them? model B.



Model A:
14
Properties=species:S:1:pos:R:3 method="wB97M-V/def2-TZVPD" gap_ev=8.973 homo_ev=-8.2
H 2.771 0.595 -0.034
N 2.873 -0.474 -0.194
C 1.834 -1.137 0.040
N 0.559 -0.692 0.152
C 0.042 0.545 0.055
C 0.862 1.842 0.062
C -1.262 0.763 -0.136
Cl -2.271 -0.523 -0.019
H 1.812 -2.186 0.201
H -0.221 -1.444 0.124
H 1.208 2.078 1.287
H 1.740 1.477 -0.650
H 0.234 2.785 -0.346
H -1.825 1.670 -0.090



Model B:
14
Properties=species:S:1:pos:R:3 method="wB97M-V/def2-TZVPD" gap_ev="8.550 / 8.549" homo_ev="-7.9 / -7.9"
C 2.040 -0.973 -0.287
C 0.540 -0.953 -0.255
C 2.774 0.112 -0.084
C -1.556 0.232 0.144
N 0.665 1.223 0.128
N -0.116 0.168 -0.023
Cl 4.585 0.110 -0.080
H 2.445 -1.949 -0.235
H -0.097 -1.846 -0.217
H 2.292 1.086 -0.190
H -1.887 -0.735 0.148
H -1.893 0.676 1.074
H -2.040 0.880 -0.684
H 0.048 2.037 0.256



Model C:
14
Properties=species:S:1:pos:R:3 method="wB97M-V/def2-TZVPD" gap_ev=9.950 homo_ev=-9.0
C 0.569 1.580 0.241
C -0.795 1.054 -0.095
C -1.229 -0.180 0.161
Cl -2.893 -0.607 -0.201
C -0.460 -1.290 0.768
N 0.656 -1.766 0.356
N 1.269 -1.210 -0.722
H 1.117 0.848 0.857
H 0.501 2.513 0.740
H 1.166 1.715 -0.664
H -1.473 1.779 -0.557
H -0.909 -1.805 1.623
H 0.632 -0.750 -1.393
H 1.850 -1.879 -1.114



Model D:
14
Properties=species:S:1:pos:R:3 method="wB97M-V/def2-TZVPD" gap_ev="7.481 / 7.391" homo_ev="-6.8 / -6.7"
C 1.388 -1.681 2.698
C -1.698 -1.278 -0.424
C -0.183 0.286 -1.345
C 0.586 1.496 -0.972
N 0.701 -0.854 2.362
N -0.860 -0.287 -0.352
Cl -1.071 0.610 -2.904
H 2.026 -2.462 3.040
H -1.995 -1.715 -1.415
H -2.403 -1.531 0.431
H -0.015 2.481 -1.284
H 1.391 1.554 -1.612
H 0.812 1.300 0.112
H -0.613 -0.072 0.592



Least stable of them? model D.



Model A:
13
Properties=species:S:1:pos:R:3 method="wB97M-V/def2-TZVPD" charge=-1 gap_ev=6.435 homo_ev=-2.4
C -0.812 0.555 2.502
S 0.278 1.661 1.526
H -0.271 -0.039 3.255
H -1.234 -0.256 1.799
H -1.748 0.907 2.960
C 1.384 -0.745 -1.393
C -0.788 0.060 -1.741
N 0.041 -0.924 -1.892
H 1.747 -1.513 -0.694
H 2.159 -0.707 -2.191
H 1.467 0.174 -0.790
H -1.692 0.029 -2.405
H -0.531 0.799 -0.937



Model B:
13
Properties=species:S:1:pos:R:3 method="wB97M-V/def2-TZVPD" charge=-1 gap_ev=6.371 homo_ev=-2.3
C 2.343 -1.064 0.388
S 2.378 0.537 -0.493
H 1.240 -1.271 0.688
H 2.695 -1.880 -0.246
H 2.638 -1.101 1.456
C -1.932 1.028 0.541
C -0.828 -0.051 -1.242
N -1.833 -0.120 -0.457
H -2.933 1.447 0.388
H -1.331 1.960 0.515
H -1.888 0.538 1.512
H -0.448 0.868 -1.716
H -0.100 -0.889 -1.333



Model C:
13
Properties=species:S:1:pos:R:3 method="wB97M-V/def2-TZVPD" charge=-1 gap_ev=5.056 homo_ev=-1.9
C 0.252 0.208 2.192
S 0.592 -1.370 3.178
H -0.765 0.068 1.931
H 0.242 0.999 2.977
H 0.989 0.204 1.474
C 0.703 1.109 -3.217
C -0.332 0.590 -2.518
N -1.618 0.705 -2.967
H 0.522 1.760 -3.979
H 1.710 0.968 -3.081
H -0.325 -0.299 -1.778
H -1.762 1.222 -3.894
H -2.487 0.619 -2.478



Model D:
13
Properties=species:S:1:pos:R:3 method="wB97M-V/def2-TZVPD" charge=-1 gap_ev=6.285 homo_ev=-2.2 smiles=NCCC[S-]
N 1.666 2.144 -0.630
C 0.432 1.275 -0.787
C 0.030 0.701 0.515
C -1.093 -0.347 0.403
S -0.492 -2.062 0.165
H 1.514 3.016 -1.116
H 1.743 2.333 0.360
H -0.352 1.928 -1.198
H 0.669 0.569 -1.582
H 0.891 0.218 0.976
H -0.320 1.536 1.141
H -1.768 -0.079 -0.415
H -1.655 -0.346 1.342



Least stable of them? model B.